# 1
C54H144N6O30 | wB97M-V/def2-TZVPD

- expectation value of S² = 0.7544
- HOMO level (spin up / spin down) (hartree) = -0.37975 / -0.37975
- 2S+1 = 2
- LUMO energy (spin up / spin down) (eV) = -2.18 / -7.62
- calculated total energy (Eh) = -4728.71312
- charge = +1
- frontier orbital gap (spin up / spin down) (eV) = 8.153 / 2.709

CARTESIAN COORDINATES (ANGSTROEM)
1 C -0.352 3.325 -2.406
2 O 0.051 4.697 -2.642
3 C 1.295 4.765 -3.369
4 C 1.065 4.773 -4.891
5 N 0.318 5.995 -5.331
6 C 0.493 6.301 -6.744
7 C -0.265 7.619 -7.083
8 O 0.344 8.746 -6.387
9 C -0.484 9.881 -6.300
10 H -0.349 2.833 -3.378
11 H -1.420 3.390 -2.199
12 H 0.216 2.767 -1.662
13 H 1.970 3.977 -3.036
14 H 1.789 5.716 -3.172
15 H 0.544 3.853 -5.154
16 H 2.025 4.661 -5.396
17 H 0.719 6.745 -4.786
18 H 0.038 5.512 -7.341
19 H 1.509 6.328 -7.138
20 H -1.321 7.523 -6.830
21 H -0.147 7.881 -8.135
22 H -1.233 9.866 -5.508
23 H -1.122 10.113 -7.153
24 H 0.089 10.766 -6.025
25 C -2.474 2.158 5.634
26 O -3.438 2.806 4.811
27 C -4.669 3.089 5.502
28 C -5.776 3.606 4.492
29 N -5.485 4.927 3.897
30 C -6.705 5.637 3.547
31 C -6.347 7.064 3.082
32 O -5.754 7.840 4.096
33 C -5.373 9.138 3.799
34 H -2.106 2.854 6.387
35 H -1.622 1.738 5.098
36 H -2.889 1.296 6.156
37 H -4.335 3.880 6.173
38 H -5.062 2.245 6.070
39 H -6.669 3.644 5.115
40 H -5.865 2.810 3.752
41 H -5.030 5.569 4.530
42 H -7.404 5.739 4.376
43 H -7.205 5.213 2.676
44 H -7.273 7.569 2.809
45 H -5.831 7.090 2.122
46 H -4.545 9.148 3.090
47 H -5.007 9.641 4.694
48 H -6.202 9.748 3.440
49 C 6.631 -4.088 -4.314
50 O 6.385 -2.906 -5.117
51 C 6.720 -2.937 -6.474
52 C 6.442 -1.559 -7.139
53 N 5.081 -1.114 -6.915
54 C 4.890 0.241 -7.534
55 C 3.441 0.636 -7.183
56 O 3.400 0.895 -5.739
57 C 2.124 0.564 -5.230
58 H 5.930 -3.956 -3.490
59 H 7.624 -4.212 -3.883
60 H 6.474 -5.011 -4.873
61 H 6.095 -3.669 -6.984
62 H 7.732 -3.270 -6.706
63 H 6.570 -1.687 -8.214
64 H 7.239 -0.939 -6.730
65 H 4.889 -0.999 -5.930
66 H 5.078 0.089 -8.597
67 H 5.526 0.951 -7.005
68 H 2.703 -0.124 -7.442
69 H 3.159 1.529 -7.740
70 H 1.998 0.876 -4.193
71 H 2.171 -0.525 -5.246
72 H 1.313 0.864 -5.893
73 C 6.402 -0.420 4.008
74 O 6.872 -0.143 2.699
75 C 5.882 -0.083 1.690
76 C 6.484 -0.079 0.280
77 N 5.618 0.523 -0.805
78 C 6.278 0.487 -2.102
79 C 5.542 1.262 -3.181
80 O 5.565 2.641 -2.866
81 C 4.906 3.368 -3.913
82 H 5.528 0.150 4.321
83 H 7.219 -0.334 4.725
84 H 6.243 -1.498 4.008
85 H 5.315 0.838 1.824
86 H 5.144 -0.885 1.730
87 H 6.742 -1.088 -0.041
88 H 7.433 0.456 0.316
89 H 5.356 1.482 -0.625
90 H 6.201 -0.575 -2.336
91 H 7.359 0.592 -2.193
92 H 4.539 0.840 -3.249
93 H 6.068 1.177 -4.133
94 H 5.505 3.351 -4.823
95 H 4.848 4.399 -3.565
96 H 3.909 2.993 -4.148
97 C 2.976 -1.872 -1.870
98 O 1.861 -1.425 -1.120
99 C 2.253 -0.303 -0.327
100 C 0.965 0.413 0.285
101 N 0.442 -0.292 1.492
102 C -0.858 0.280 1.783
103 C -1.411 -0.622 2.864
104 O -1.333 -1.974 2.561
105 C -2.008 -2.950 3.403
106 H 2.760 -2.690 -2.557
107 H 3.863 -2.012 -1.252
108 H 3.335 -1.109 -2.561
109 H 2.900 0.429 -0.811
110 H 2.915 -0.685 0.449
111 H 0.192 0.583 -0.464
112 H 1.217 1.417 0.629
113 H 0.249 -1.274 1.359
114 H -1.645 0.121 1.047
115 H -0.769 1.316 2.112
116 H -2.465 -0.365 2.967
117 H -0.931 -0.469 3.831
118 H -1.539 -2.938 4.387
119 H -1.878 -3.895 2.878
120 H -3.081 -2.758 3.442
121 C 2.936 -5.433 -3.073
122 O 1.577 -4.951 -3.243
123 C 1.091 -5.145 -4.566
124 C 1.036 -6.583 -5.036
125 N -0.059 -7.271 -4.409
126 C 0.000 -8.770 -4.682
127 C -1.362 -9.368 -4.183
128 O -1.253 -9.561 -2.752
129 C -2.273 -10.417 -2.258
130 H 3.397 -5.017 -2.177
131 H 3.536 -5.158 -3.940
132 H 2.991 -6.494 -2.826
133 H 1.792 -4.564 -5.165
134 H 0.123 -4.682 -4.756
135 H 1.963 -7.121 -4.837
136 H 0.806 -6.571 -6.101
137 H -0.010 -7.133 -3.410
138 H 0.750 -9.351 -4.145
139 H 0.083 -8.987 -5.746
140 H -1.655 -10.209 -4.811
141 H -2.078 -8.548 -4.237
142 H -2.017 -11.420 -2.601
143 H -3.215 -10.153 -2.739
144 H -2.455 -10.383 -1.184
145 C -4.942 -4.400 1.139
146 C -6.063 -4.771 2.210
147 O -6.698 -5.994 1.764
148 O -5.592 -4.059 -0.132
149 H -4.179 -5.170 1.026
150 H -4.415 -3.519 1.504
151 H -6.712 -3.895 2.216
152 H -5.632 -4.851 3.207
153 H -6.931 -5.891 0.839
154 H -5.765 -3.115 -0.095
155 C -4.605 0.317 0.015
156 C -5.940 -0.159 -0.690
157 O -6.513 -1.270 -0.034
158 O -4.863 0.863 1.291
159 H -4.042 1.074 -0.531
160 H -3.905 -0.502 0.182
161 H -5.854 -0.412 -1.747
162 H -6.681 0.638 -0.640
163 H -7.175 -0.978 0.597
164 H -4.223 1.553 1.482
165 C 3.664 3.804 -0.121
166 C 2.670 4.596 0.798
167 O 2.520 5.950 0.407
168 O 4.983 4.236 0.099
169 H 3.362 3.785 -1.168
170 H 3.679 2.738 0.104
171 H 2.967 4.582 1.846
172 H 1.711 4.085 0.710
173 H 3.328 6.195 -0.050
174 H 5.091 5.139 -0.209
175 C -1.950 -3.422 8.824
176 C -2.999 -3.151 7.663
177 O -4.314 -3.156 8.159
178 O -2.039 -4.738 9.299
179 H -2.021 -2.675 9.614
180 H -0.935 -3.373 8.429
181 H -2.880 -3.904 6.885
182 H -2.806 -2.245 7.089
183 H -4.539 -4.042 8.451
184 H -1.200 -4.956 9.711
185 C -2.561 4.809 1.434
186 C -1.934 3.413 1.712
187 O -2.902 2.542 2.236
188 O -3.059 5.535 2.507
189 H -3.341 4.771 0.674
190 H -1.716 5.406 1.091
191 H -1.157 3.436 2.476
192 H -1.525 3.083 0.757
193 H -3.006 2.713 3.174
194 H -3.844 5.150 2.903
195 C -1.283 -1.051 -2.340
196 C -0.167 -1.244 -3.370
197 O -0.566 -0.853 -4.670
198 O -1.779 0.296 -2.334
199 H -0.975 -1.427 -1.364
200 H -2.096 -1.715 -2.635
201 H 0.246 -2.252 -3.324
202 H 0.701 -0.718 -2.972
203 H -1.295 -0.231 -4.618
204 H -2.557 0.200 -2.889
205 C 2.950 -3.600 3.557
206 C 2.018 -2.459 3.251
207 O 2.690 -1.208 3.333
208 O 2.203 -4.793 3.637
209 H 3.509 -3.308 4.445
210 H 3.736 -3.668 2.804
211 H 1.125 -2.391 3.872
212 H 1.691 -2.691 2.237
213 H 2.104 -0.595 2.882
214 H 2.445 -5.325 2.876
215 C 0.665 -1.233 6.878
216 C 1.342 -1.430 8.283
217 O 2.404 -0.508 8.546
218 O -0.219 -0.121 6.910
219 H 0.013 -2.087 6.697
220 H 1.487 -1.250 6.164
221 H 1.795 -2.420 8.237
222 H 0.608 -1.500 9.086
223 H 2.248 0.405 8.293
224 H 0.286 0.588 7.315
225 C -5.844 -1.795 5.318
226 C -5.285 -0.747 4.288
227 O -5.376 -1.183 3.002
228 O -5.643 -1.218 6.619
229 H -5.314 -2.744 5.235
230 H -6.869 -2.035 5.033
231 H -4.249 -0.521 4.541
232 H -5.835 0.180 4.454
233 H -5.151 -0.438 2.441
234 H -5.277 -1.892 7.197

***

# 2
C13H17N7O2 | wB97M-V/def2-TZVPD

- energy above the lowest of the compared OMol25 structures with the same formula, charge and spin (kJ/mol) = 0.00
- HOMO level (hartree) = -0.31930
- LUMO energy (eV) = -0.58
- calculated total energy (Eh) = -1039.29522
- charge = 0
- frontier orbital gap (eV) = 8.108

CARTESIAN COORDINATES (ANGSTROEM)
1 O -5.212 0.428 0.794
2 C -4.146 0.141 0.300
3 C -2.881 0.031 1.144
4 N -1.648 -0.205 0.418
5 C -0.756 0.827 0.307
6 N -1.116 1.993 0.779
7 C -0.306 3.023 0.475
8 N -0.415 4.301 0.750
9 O 0.572 4.900 0.062
10 N 1.325 4.044 -0.651
11 C 0.821 2.856 -0.415
12 N 1.274 1.636 -0.752
13 C 0.571 0.624 -0.307
14 N 1.099 -0.625 -0.461
15 C 1.019 -1.594 0.618
16 C 2.181 -1.400 1.598
17 C 3.516 -1.514 0.869
18 C 3.558 -0.517 -0.286
19 C 2.350 -0.731 -1.196
20 C -1.835 -1.129 -0.681
21 C -2.800 -0.501 -1.689
22 N -4.025 -0.151 -1.014
23 H -3.037 -0.795 1.848
24 H -2.781 0.958 1.712
25 H 1.073 -2.594 0.175
26 H 0.072 -1.493 1.146
27 H 2.097 -0.411 2.055
28 H 2.110 -2.148 2.389
29 H 3.631 -2.529 0.480
30 H 4.337 -1.324 1.561
31 H 4.474 -0.637 -0.864
32 H 3.527 0.504 0.097
33 H 2.381 -1.736 -1.630
34 H 2.339 0.012 -1.992
35 H -2.268 -2.051 -0.280
36 H -0.889 -1.353 -1.169
37 H -2.331 0.390 -2.131
38 H -3.022 -1.208 -2.493
39 H -4.859 -0.024 -1.569

***

# 3
C38H86N4O7 | wB97M-V/def2-TZVPD

- energy above the lowest of the compared OMol25 structures with the same formula, charge and spin (kJ/mol) = 119.16
- HOMO level (hartree) = -0.31629
- LUMO energy (eV) = 0.51
- calculated total energy (Eh) = -2244.90177
- charge = 0
- frontier orbital gap (eV) = 9.114

CARTESIAN COORDINATES (ANGSTROEM)
1 C 7.440 20.647 10.869
2 C 8.307 20.023 11.989
3 C 9.660 20.772 11.836
4 C 7.635 20.320 13.319
5 C 8.292 19.582 14.510
6 C 8.117 18.078 14.233
7 C 8.808 17.730 12.946
8 C 10.352 17.798 13.189
9 C 8.479 16.315 12.569
10 N 8.350 18.574 11.803
11 O 9.137 18.329 10.673
12 H 7.611 21.722 10.941
13 H 7.965 20.294 9.952
14 H 6.404 20.353 11.077
15 H 9.988 20.753 10.778
16 H 9.639 21.788 12.242
17 H 10.494 20.350 12.422
18 H 7.507 21.397 13.353
19 H 6.621 19.855 13.195
20 H 9.323 19.800 14.643
21 H 7.833 19.832 15.477
22 H 7.041 17.821 14.194
23 H 8.592 17.438 14.955
24 H 10.706 16.872 13.635
25 H 10.735 18.585 13.855
26 H 11.103 17.851 12.312
27 H 9.178 16.028 11.827
28 H 7.463 16.112 12.264
29 H 8.707 15.647 13.430
30 H 9.957 18.704 10.965
31 C 16.345 18.138 12.437
32 C 15.531 18.799 11.280
33 C 16.313 18.392 10.015
34 C 14.087 18.265 11.385
35 C 13.235 18.947 10.356
36 C 13.104 20.395 10.813
37 C 14.470 21.084 10.670
38 C 14.866 21.274 9.225
39 C 14.422 22.396 11.364
40 N 15.395 20.262 11.552
41 O 16.704 20.801 11.409
42 H 17.384 18.497 12.459
43 H 15.869 18.428 13.388
44 H 16.273 17.051 12.426
45 H 17.337 18.697 10.090
46 H 16.307 17.291 10.044
47 H 15.940 18.752 9.044
48 H 14.081 17.118 11.366
49 H 13.606 18.424 12.357
50 H 13.655 18.734 9.368
51 H 12.233 18.528 10.320
52 H 12.931 20.399 11.896
53 H 12.223 20.973 10.424
54 H 15.940 21.297 9.244
55 H 14.447 22.205 8.837
56 H 14.471 20.416 8.656
57 H 14.383 22.295 12.457
58 H 13.623 22.985 10.874
59 H 15.366 22.892 11.095
60 H 16.858 21.302 12.199
61 C 12.885 9.824 8.425
62 C 14.045 10.645 7.813
63 C 14.330 9.957 6.479
64 C 13.634 12.126 7.662
65 C 13.557 12.888 8.961
66 C 14.951 12.834 9.567
67 C 15.389 11.361 9.851
68 C 16.890 11.299 10.387
69 C 14.549 10.829 10.993
70 N 15.276 10.630 8.625
71 O 15.554 9.240 8.866
72 H 12.088 9.648 7.677
73 H 13.358 8.890 8.677
74 H 12.426 10.239 9.280
75 H 14.618 8.921 6.683
76 H 13.402 9.951 5.982
77 H 15.123 10.456 5.919
78 H 14.381 12.655 7.081
79 H 12.687 12.262 7.115
80 H 13.267 13.959 8.757
81 H 12.832 12.414 9.625
82 H 15.079 13.347 10.544
83 H 15.751 13.247 8.931
84 H 16.983 11.947 11.240
85 H 17.578 11.675 9.636
86 H 17.163 10.282 10.649
87 H 14.727 9.736 10.942
88 H 13.510 11.058 10.972
89 H 14.988 11.125 11.929
90 H 16.480 9.107 8.567
91 C 13.593 14.588 17.843
92 C 12.055 14.569 17.986
93 C 11.731 15.432 19.174
94 C 11.330 15.124 16.753
95 C 9.780 14.860 16.775
96 C 9.620 13.392 16.823
97 C 10.175 12.767 18.067
98 C 9.399 12.992 19.399
99 C 10.194 11.263 17.807
100 N 11.658 13.170 18.068
101 O 12.235 12.658 19.324
102 H 14.070 14.848 18.814
103 H 13.966 13.613 17.581
104 H 13.842 15.266 17.090
105 H 12.124 14.823 19.998
106 H 12.156 16.455 19.121
107 H 10.723 15.465 19.452
108 H 11.462 16.184 16.832
109 H 11.780 14.700 15.836
110 H 9.523 15.283 17.727
111 H 9.301 15.358 15.950
112 H 10.183 12.944 15.996
113 H 8.598 13.063 16.683
114 H 9.246 14.101 19.532
115 H 10.082 12.621 20.214
116 H 8.456 12.364 19.297
117 H 10.571 11.028 16.823
118 H 9.114 11.083 17.799
119 H 10.669 10.800 18.663
120 H 12.670 11.843 19.064
121 C 13.196 11.120 14.787
122 O 11.809 11.484 14.561
123 H 13.210 10.190 15.376
124 H 13.682 10.993 13.812
125 H 13.674 11.931 15.340
126 H 11.756 12.455 14.546
127 C 12.689 14.937 12.050
128 O 12.264 13.843 12.807
129 H 11.891 15.579 11.661
130 H 13.412 15.497 12.641
131 H 13.224 14.519 11.143
132 H 11.468 13.415 12.409
133 O 10.693 11.883 12.103
134 H 10.459 11.300 11.387
135 H 11.076 11.407 12.888

***

# 4
C3H5N3O | wB97M-V/def2-TZVPD

- energy above the lowest of the compared OMol25 structures with the same formula, charge and spin (kJ/mol) = 134.06
- HOMO level (hartree) = -0.33860
- LUMO energy (eV) = 0.87
- calculated total energy (Eh) = -356.80632
- charge = 0
- frontier orbital gap (eV) = 10.082

CARTESIAN COORDINATES (ANGSTROEM)
1 C 2.113 0.209 0.021
2 O 1.075 -0.784 -0.086
3 C -0.170 -0.320 -0.077
4 N -0.612 0.928 -0.105
5 C -1.974 0.763 -0.017
6 N -2.381 -0.485 0.046
7 N -1.241 -1.166 -0.044
8 H 3.081 -0.324 0.171
9 H 1.923 0.798 0.945
10 H 2.109 0.916 -0.814
11 H -2.673 1.613 0.000
12 H -1.249 -2.149 -0.039

***

# 5
C6H6N2O2S | wB97M-V/def2-TZVPD

- energy above the lowest of the compared OMol25 structures with the same formula, charge and spin (kJ/mol) = 357.22
- HOMO level (spin up / spin down) (hartree) = -0.31598 / -0.31604
- LUMO energy (spin up / spin down) (eV) = -1.23 / -1.23
- calculated total energy (Eh) = -890.24341
- charge = 0
- frontier orbital gap (spin up / spin down) (eV) = 7.371 / 7.372

CARTESIAN COORDINATES (ANGSTROEM)
1 C 0.282 -2.217 -0.638
2 C -0.159 -1.767 -1.831
3 C 0.308 -1.041 0.176
4 C 0.556 -0.456 1.443
5 C 0.343 1.017 1.236
6 C -0.049 1.285 -0.232
7 N -0.506 -0.484 -1.841
8 N -0.233 -0.096 -0.636
9 O -2.707 -1.375 1.364
10 O -3.498 -1.992 -0.864
11 S -2.619 -2.275 0.281
12 H 0.837 -3.119 -0.257
13 H -0.530 -2.320 -2.735
14 H -0.366 1.433 1.955
15 H 1.270 1.531 1.322
16 H -1.038 1.709 -0.412
17 H 0.688 1.855 -0.669

***

# 6
C14H22Cl3KO2PS2SiTe | wB97M-V/def2-TZVPD

- energy above the lowest of the compared OMol25 structures with the same formula, charge and spin (kJ/mol) = 52.76
- HOMO level (hartree) = -0.18500
- LUMO energy (eV) = 2.23
- calculated total energy (Eh) = -4373.26366
- charge = -1
- frontier orbital gap (eV) = 7.268

CARTESIAN COORDINATES (ANGSTROEM)
1 K 2.388 1.611 0.399
2 C -0.585 -4.933 -0.194
3 Te -0.079 -2.949 0.526
4 C 0.920 -4.104 2.055
5 C 0.216 -5.429 2.111
6 C 0.297 -6.256 3.226
7 C -0.358 -7.479 3.247
8 C -1.101 -7.884 2.148
9 C -1.184 -7.064 1.032
10 C -0.530 -5.837 1.004
11 H 0.161 -5.232 -0.932
12 H -1.562 -4.947 -0.673
13 H 0.894 -3.586 3.011
14 H 1.964 -4.231 1.763
15 H 0.871 -5.934 4.087
16 H -0.297 -8.112 4.124
17 H -1.621 -8.834 2.166
18 H -1.771 -7.377 0.176
19 C -3.569 2.342 -1.121
20 C -2.744 3.578 -1.453
21 C -3.116 4.133 -2.819
22 O -1.336 3.309 -1.506
23 P -0.481 2.894 -0.175
24 S -1.064 3.999 1.350
25 S -0.344 0.931 -0.038
26 O 0.983 3.404 -0.718
27 C 1.163 4.809 -0.990
28 C 1.544 4.954 -2.453
29 C 2.213 5.358 -0.043
30 H -4.632 2.591 -1.147
31 H -3.326 1.971 -0.127
32 H -3.362 1.550 -1.842
33 H -2.916 4.340 -0.686
34 H -2.943 3.371 -3.582
35 H -2.511 5.008 -3.059
36 H -4.170 4.412 -2.827
37 H 0.220 5.326 -0.809
38 H 2.518 4.500 -2.646
39 H 1.591 6.008 -2.732
40 H 0.797 4.459 -3.073
41 H 3.172 4.853 -0.191
42 H 1.886 5.215 0.988
43 H 2.351 6.427 -0.217
44 Cl 6.387 -1.398 0.633
45 Si 4.632 -0.469 1.411
46 Cl 5.095 1.584 0.838
47 Cl 3.339 -0.883 -0.243